# 1
Formula: C28H24N6O3Re
Source: the OMol25 dataset
Level of theory: ωB97M-V with the def2-TZVPD basis set

CARTESIAN COORDINATES (ANGSTROEM)
Re -0.5984 0.3824 -0.4107
O 2.0821 0.6371 5.8981
C 0.6882 0.6287 5.7948
C 0.2978 0.4958 4.3575
C -1.0255 0.6345 3.9301
C -1.3107 0.5278 2.5854
N -0.3711 0.2970 1.6607
C 0.9170 0.1548 2.0572
C 1.2723 0.2461 3.3923
C 1.8667 -0.1340 0.9741
C 3.2436 -0.0443 1.0913
C 4.0553 -0.3236 -0.0071
C 5.5163 -0.0145 0.0343
O 5.8305 0.6522 1.2227
C 3.4415 -0.8576 -1.1434
C 2.0673 -0.9029 -1.1985
N 1.2849 -0.4547 -0.2083
H 2.3508 0.7514 6.8168
H 0.2492 1.5579 6.1915
H 0.2432 -0.2055 6.3647
H -1.8183 0.8269 4.6364
H -2.3294 0.6091 2.2249
H 2.2969 0.1324 3.7038
H 3.7068 0.2983 2.0024
H 5.7539 0.6055 -0.8459
H 6.0924 -0.9459 -0.0658
H 6.7801 0.8200 1.2611
H 4.0214 -1.1945 -1.9878
H 1.5515 -1.2934 -2.0659
N -0.5217 0.7013 -2.5972
C -1.2945 -0.0798 -3.5578
C -1.5398 0.5104 -4.7906
C -2.2587 -0.1471 -5.7721
C -2.7806 -1.4005 -5.4901
C -2.5457 -1.9853 -4.2645
C -1.7530 -1.3741 -3.2761
C -1.5088 -2.1307 -2.0359
C -1.5216 -3.5311 -2.1354
C -1.5306 -4.3440 -1.0221
C -1.5503 -3.7665 0.2433
C -1.4298 -2.3972 0.3605
C -1.3362 -1.5494 -0.7533
H -0.8081 1.6777 -2.7421
H 0.4625 0.6714 -2.8955
H -1.1562 1.5007 -4.9900
H -2.4252 0.3200 -6.7292
H -3.3720 -1.9185 -6.2272
H -3.0108 -2.9342 -4.0512
H -1.5210 -3.9886 -3.1125
H -1.5421 -5.4175 -1.1328
H -1.6238 -4.3803 1.1266
H -1.3873 -1.9801 1.3573
N -3.6443 3.2691 0.5817
C -2.4315 2.7924 0.2964
O -2.3148 1.6691 -0.2780
C -1.2843 3.5923 0.6694
C -0.0928 3.0799 0.2167
N 0.7208 2.4046 -0.2687
C -1.4086 4.7226 1.4794
N -1.5272 5.6121 2.1958
H -4.4593 2.7443 0.3018
H -3.7592 4.1677 1.0241

Output
Largest force on an atom (eV Å⁻¹): 2.35
DFT total energy (eV): -46624.760
Spin multiplicity: 4
HOMO (spin up / spin down) (Ha): -0.5067 / -0.5109
Net charge: +2
HOMO-LUMO gap (spin up / spin down) (eV): 7.08 / 6.15
Energy relative to the best compared isomer or geometry (same formula, charge and spin) (kcal per mole): 14.05
<S²>: 3.786

Charge distribution, natural (NBO) scheme, values in e: number 1, Re, carries 1.68; number 2, O, carries -0.72; number 3, C, carries -0.11; number 4, C, carries 0.09; number 5, C, carries -0.22; number 6, C, carries 0.08; number 7, N, carries -0.52; number 8, C, carries 0.15; number 9, C, carries -0.16; number 10, C, carries 0.29; number 11, C, carries -0.23; number 12, C, carries 0.11; number 13, C, carries -0.11; number 14, O, carries -0.71; number 15, C, carries -0.22; number 16, C, carries 0.06; number 17, N, carries -0.51; number 18, H, carries 0.50; number 19, H, carries 0.21; number 20, H, carries 0.21; number 21, H, carries 0.26; number 22, H, carries 0.23; number 23, H, carries 0.27; number 24, H, carries 0.27; number 25, H, carries 0.21; number 26, H, carries 0.21; number 27, H, carries 0.50; number 28, H, carries 0.26; number 29, H, carries 0.23; number 30, N, carries -0.83; number 31, C, carries 0.17; number 32, C, carries -0.23; number 33, C, carries -0.17; number 34, C, carries -0.17; number 35, C, carries -0.17; number 36, C, carries -0.12; number 37, C, carries 0.04; number 38, C, carries -0.22; number 39, C, carries -0.14; number 40, C, carries -0.19; number 41, C, carries -0.21; number 42, C, carries -0.31; number 43, H, carries 0.43; number 44, H, carries 0.42; number 45, H, carries 0.22; number 46, H, carries 0.24; number 47, H, carries 0.24; number 48, H, carries 0.23; number 49, H, carries 0.23; number 50, H, carries 0.24; number 51, H, carries 0.24; number 52, H, carries 0.21; number 53, N, carries -0.75; number 54, C, carries 0.69; number 55, O, carries -0.71; number 56, C, carries -0.55; number 57, C, carries 0.48; number 58, N, carries -0.53; number 59, C, carries 0.24; number 60, N, carries -0.25; number 61, H, carries 0.43; number 62, H, carries 0.44

***

# 2
Formula: C28H24N7OPdS3
Source: the OMol25 dataset
Level of theory: ωB97M-V with the def2-TZVPD basis set

CARTESIAN COORDINATES (ANGSTROEM)
Pd 0.1097 0.1906 0.2003
S -1.5183 -1.4528 -0.0700
C -2.8526 -1.0179 0.8184
C -4.0725 -1.7969 0.7432
C -5.1583 -1.3735 1.4764
C -5.0216 -0.2263 2.2366
C -3.7559 0.4910 2.2595
N -2.7214 0.1050 1.5915
H -4.1102 -2.6800 0.1134
H -6.0905 -1.9239 1.4539
H -5.8545 0.1467 2.8260
H -3.6531 1.3923 2.8574
S 6.8120 -0.7427 -3.4712
N 5.5262 -1.6986 -3.4471
C 4.6298 -1.0972 -2.6882
C 3.3020 -1.5947 -2.3819
C 2.8201 -2.7978 -2.9017
C 1.5503 -3.1974 -2.5755
C 0.7925 -2.3915 -1.7411
N 1.2375 -1.2400 -1.2347
C 2.4902 -0.8286 -1.5467
C 2.9433 0.4303 -1.0078
N 2.0912 1.1141 -0.2066
C 2.4847 2.3002 0.2656
C 3.7180 2.8644 -0.0172
C 4.5968 2.1719 -0.8115
C 4.2049 0.9309 -1.3148
C 5.0704 0.1351 -2.1681
N 6.2949 0.4545 -2.5364
H 3.4594 -3.3843 -3.5508
H 1.1303 -4.1195 -2.9550
H -0.2046 -2.7156 -1.4990
H 1.7967 2.8352 0.8823
H 3.9723 3.8361 0.3878
H 5.5784 2.5568 -1.0638
C 2.1043 3.6407 6.8806
C 1.2264 2.9743 5.8216
C 1.7492 3.2769 4.4282
N 0.8659 2.7217 3.3628
C 0.1754 3.3138 2.4323
S -0.5761 2.4125 1.1241
N -0.0325 4.6371 2.3169
C -0.2892 5.6121 3.3975
O -0.3033 5.2408 4.5308
C -0.5647 6.9692 2.9040
C -1.3205 7.8000 3.7287
C -1.6811 9.0562 3.2881
C -1.2372 9.5130 2.0520
C -0.4347 8.7078 1.2512
C -0.0906 7.4416 1.6754
H 1.7523 3.3886 7.8784
H 2.0847 4.7271 6.7751
H 3.1463 3.3257 6.8013
H 0.2105 3.3479 5.9088
H 1.1994 1.8918 5.9830
H 2.7248 2.8046 4.2960
H 1.8689 4.3430 4.2776
H 0.8239 1.7127 3.3540
H -0.3873 4.9359 1.4170
H -1.6261 7.4427 4.7038
H -2.3150 9.6799 3.9045
H -1.5169 10.5009 1.7102
H -0.0896 9.0690 0.2913
H 0.5797 6.8446 1.0622

Output
Largest force on an atom (eV Å⁻¹): 3.67
DFT total energy (eV): -77862.257
HOMO (spin up / spin down) (Ha): -0.5760 / -0.5760
Net charge: +3
HOMO-LUMO gap (spin up / spin down) (eV): 2.32 / 2.34

Charge distribution, natural (NBO) scheme, values in e: number 1, Pd, carries 0.74; number 2, S, carries 0.52; number 3, C, carries -0.07; number 4, C, carries 0.01; number 5, C, carries -0.23; number 6, C, carries 0.05; number 7, C, carries 0.10; number 8, N, carries -0.37; number 9, H, carries 0.28; number 10, H, carries 0.29; number 11, H, carries 0.28; number 12, H, carries 0.25; number 13, S, carries 1.08; number 14, N, carries -0.58; number 15, C, carries 0.15; number 16, C, carries -0.06; number 17, C, carries -0.06; number 18, C, carries -0.21; number 19, C, carries 0.06; number 20, N, carries -0.45; number 21, C, carries 0.14; number 22, C, carries 0.24; number 23, N, carries -0.47; number 24, C, carries 0.09; number 25, C, carries -0.23; number 26, C, carries -0.05; number 27, C, carries -0.07; number 28, C, carries 0.09; number 29, N, carries -0.57; number 30, H, carries 0.27; number 31, H, carries 0.27; number 32, H, carries 0.20; number 33, H, carries 0.21; number 34, H, carries 0.26; number 35, H, carries 0.27; number 36, C, carries -0.61; number 37, C, carries -0.41; number 38, C, carries -0.22; number 39, N, carries -0.50; number 40, C, carries 0.39; number 41, S, carries -0.13; number 42, N, carries -0.66; number 43, C, carries 0.69; number 44, O, carries -0.53; number 45, C, carries -0.15; number 46, C, carries -0.15; number 47, C, carries -0.20; number 48, C, carries -0.14; number 49, C, carries -0.21; number 50, C, carries -0.20; number 51, H, carries 0.24; number 52, H, carries 0.22; number 53, H, carries 0.21; number 54, H, carries 0.23; number 55, H, carries 0.20; number 56, H, carries 0.22; number 57, H, carries 0.23; number 58, H, carries 0.42; number 59, H, carries 0.44; number 60, H, carries 0.24; number 61, H, carries 0.24; number 62, H, carries 0.24; number 63, H, carries 0.24; number 64, H, carries 0.21

***

# 3
Formula: C28H25BrF6FeN7O3
Source: the OMol25 dataset
Level of theory: ωB97M-V with the def2-TZVPD basis set

CARTESIAN COORDINATES (ANGSTROEM)
Fe 0.3561 1.1187 -0.6243
N -0.2316 4.9109 0.3474
C 0.6939 4.7517 1.3595
C 0.9808 3.4216 1.4041
N 0.2621 2.7820 0.4304
C -0.4055 3.6954 -0.2083
C -1.1903 3.2474 -1.3686
N -1.1693 1.9790 -1.6429
C -1.8938 1.8243 -2.8003
C -2.3650 3.0337 -3.2001
N -1.9440 3.9359 -2.2464
H -0.4025 5.7837 -0.1201
H 1.0231 5.5815 1.9629
H 1.6509 2.8666 2.0442
H -2.0239 0.8550 -3.2576
H -2.9926 3.3268 -4.0249
H -1.8224 4.9159 -2.4364
Br -0.3873 -4.5491 6.3399
C -1.3509 -4.4989 4.7029
C -0.6747 -4.3130 3.5115
C -1.3821 -4.2730 2.3175
C -2.7752 -4.4382 2.2935
C -3.4199 -4.6404 3.5147
C -2.7234 -4.6598 4.7150
N -3.6184 -4.4903 1.1517
N -3.2427 -4.2190 -0.0418
C -2.4630 -3.1485 -0.4119
C -1.7927 -3.3280 -1.6371
C -0.8591 -2.4564 -2.1295
C -0.5345 -1.2734 -1.4213
O 0.3350 -0.4614 -1.7882
C -1.2944 -1.0066 -0.1945
N -0.9425 0.1561 0.4224
C -1.5685 0.4840 1.5292
C -2.6387 -0.2764 2.0261
C -3.0104 -1.4297 1.4014
C -2.2773 -1.8793 0.2842
H 0.4009 -4.1888 3.5113
H -0.8402 -4.1234 1.3973
H -4.4965 -4.7701 3.5010
H -3.2436 -4.8000 5.6538
H -1.9987 -4.2530 -2.1658
H -0.3278 -2.6665 -3.0494
H -1.2282 1.3863 2.0215
H -3.1708 0.0656 2.9051
H -3.8660 -1.9828 1.7526
C 2.2249 1.1960 -3.8598
C 2.4321 2.2211 -2.7353
O 1.4285 2.3121 -1.8520
C 3.7817 1.8977 -2.0199
F 3.9245 2.5422 -0.8657
F 4.8694 2.2335 -2.7785
F 3.8993 0.5875 -1.7796
C 2.5506 3.6300 -3.3834
F 1.3451 4.0305 -3.8541
F 2.9477 4.5820 -2.5209
F 3.3855 3.7030 -4.4415
H 1.9752 0.2463 -3.3951
H 3.1089 1.0939 -4.4928
H 1.3738 1.5159 -4.4655
C 2.8253 -1.6105 0.3232
C 1.9741 -0.6355 1.1434
C 2.6054 -0.4119 2.5152
O 1.8157 0.5760 0.5090
H 2.8601 -2.6032 0.7955
H 3.8470 -1.2235 0.2318
H 2.4037 -1.7077 -0.6799
H 0.9946 -1.1385 1.3168
H 3.5574 0.1157 2.3837
H 2.7890 -1.3583 3.0425
H 1.9458 0.2092 3.1309

Output
Largest force on an atom (eV Å⁻¹): 1.59
DFT total energy (eV): -166752.157
HOMO (spin up / spin down) (Ha): -0.1418 / -0.1418
Net charge: -1
HOMO-LUMO gap (spin up / spin down) (eV): 5.85 / 5.85
Energy relative to the best compared isomer or geometry (same formula, charge and spin) (kcal per mole): 17.90

Charge distribution, Löwdin scheme, values in e: number 1, Fe, carries 0.46; number 2, N, carries 0.11; number 3, C, carries -0.07; number 4, C, carries -0.06; number 5, N, carries 0.05; number 6, C, carries -0.24; number 7, C, carries -0.24; number 8, N, carries 0.08; number 9, C, carries -0.06; number 10, C, carries -0.08; number 11, N, carries 0.11; number 12, H, carries 0.15; number 13, H, carries 0.11; number 14, H, carries 0.12; number 15, H, carries 0.12; number 16, H, carries 0.11; number 17, H, carries 0.15; number 18, Br, carries 0.69; number 19, C, carries -0.71; number 20, C, carries -0.13; number 21, C, carries -0.02; number 22, C, carries -0.29; number 23, C, carries -0.05; number 24, C, carries -0.14; number 25, N, carries 0.02; number 26, N, carries 0.04; number 27, C, carries -0.26; number 28, C, carries -0.04; number 29, C, carries -0.01; number 30, C, carries -0.34; number 31, O, carries -0.03; number 32, C, carries -0.11; number 33, N, carries 0.04; number 34, C, carries -0.09; number 35, C, carries -0.04; number 36, C, carries -0.01; number 37, C, carries -0.09; number 38, H, carries 0.10; number 39, H, carries 0.11; number 40, H, carries 0.10; number 41, H, carries 0.09; number 42, H, carries 0.11; number 43, H, carries 0.11; number 44, H, carries 0.11; number 45, H, carries 0.10; number 46, H, carries 0.11; number 47, C, carries 0.01; number 48, C, carries -0.47; number 49, O, carries -0.16; number 50, C, carries -0.55; number 51, F, carries 0.16; number 52, F, carries 0.11; number 53, F, carries 0.15; number 54, C, carries -0.55; number 55, F, carries 0.11; number 56, F, carries 0.14; number 57, F, carries 0.12; number 58, H, carries 0.07; number 59, H, carries 0.09; number 60, H, carries 0.09; number 61, C, carries -0.07; number 62, C, carries -0.60; number 63, C, carries -0.08; number 64, O, carries -0.27; number 65, H, carries 0.06; number 66, H, carries 0.07; number 67, H, carries 0.06; number 68, H, carries 0.11; number 69, H, carries 0.07; number 70, H, carries 0.06; number 71, H, carries 0.06